# 1
{"formula": "C4H4N2O2", "method": "ωB97M-V with the def2-TZVPD basis set", "elements": ["C", "C", "C", "O", "N", "N", "C", "O", "H", "H", "H", "H"], "xyz": [[0.269383, 2.020220, 0.444438], [0.019314, 0.742129, -0.157919], [-1.201149, 0.034467, -0.173246], [-2.286678, 0.407652, -0.224916], [-0.827161, -1.460888, -0.089635], [0.509629, -1.385470, 0.516687], [1.131209, -0.180966, -0.000287], [2.318556, -0.015606, -0.465831], [-0.391975, 2.975178, 0.233100], [1.397649, 2.350901, 0.625495], [-1.330325, -1.897753, 0.669096], [0.979814, -2.335295, 0.331007]], "atomic_forces_ev_per_a": [[0.648, 0.276, -3.935], [3.098, 5.391, 3.604], [1.819, -4.167, -0.127], [-4.292, 1.372, -0.249], [0.551, 2.462, 0.961], [2.189, -1.079, -1.598], [3.842, -2.260, -2.500], [-4.651, -0.821, 2.800], [0.696, -2.417, 1.169], [-2.522, -1.226, -0.155], [-0.983, 0.114, -0.151], [-0.395, 2.355, 0.182]], "lumo_ev": -1.29, "e_above_lowest_ev": 3.795, "total_energy_ha": -414.7067, "homo_energy_ev": -9.671, "smiles": "C=C1C(=O)NNC1=O", "orbital_gap_ev": 8.38}

---

# 2
{"formula": "C14H16InN2O5", "method": "ωB97M-V with the def2-TZVPD basis set", "elements": ["In", "O", "C", "C", "O", "C", "O", "C", "O", "H", "H", "C", "C", "N", "C", "C", "C", "O", "C", "C", "C", "C", "N", "C", "H", "H", "H", "H", "H", "H", "H", "H", "H", "H", "H", "H", "H", "H"], "xyz": [[-0.068794, -0.082506, 0.290383], [0.147934, 3.563556, 0.479789], [0.000133, 2.470861, 0.168128], [-0.011935, -2.679311, 0.750001], [0.075958, -3.764068, 0.395860], [2.465740, -0.086151, -0.051433], [3.606896, -0.190216, -0.107060], [-2.506652, -0.053815, 0.641397], [-3.586266, 0.030197, 0.268357], [-0.106785, 0.356868, -4.690129], [-0.105490, -0.383001, -4.656627], [-2.635585, -1.794885, 7.448022], [-1.179439, -1.493902, 7.784188], [-0.502899, -0.534094, 6.886891], [-0.529489, 0.874730, 7.307358], [0.512007, 1.127443, 8.395110], [-0.212314, -0.986092, 5.625625], [-0.601235, -2.094469, 5.251093], [0.556938, -0.122782, 4.668932], [1.677776, 0.659713, 4.959250], [2.176414, 1.502045, 3.954589], [1.640741, 1.408453, 2.652873], [0.656541, 0.530794, 2.384568], [0.142867, -0.263426, 3.346413], [-3.184791, -0.851727, 7.305717], [-3.093989, -2.395446, 8.249795], [-2.671389, -2.388645, 6.528040], [-1.084955, -1.036226, 8.775903], [-0.600819, -2.428884, 7.733733], [-0.332418, 1.484770, 6.417678], [-1.544190, 1.088479, 7.701243], [1.493959, 0.725494, 8.099254], [0.621998, 2.206587, 8.551608], [0.175871, 0.676733, 9.340634], [2.121982, 0.588871, 5.957798], [2.993811, 2.185218, 4.122103], [2.006148, 2.032003, 1.838781], [-0.619080, -0.983871, 3.038933]], "atomic_forces_ev_per_a": [[0.459, 0.156, -0.082], [-0.565, -3.672, -1.231], [0.463, 4.032, 1.060], [0.338, -3.625, -1.247], [-0.310, 3.542, 1.243], [4.507, -0.431, -0.323], [-4.135, 0.375, 0.136], [-4.132, 0.387, -1.222], [3.669, -0.332, 1.313], [0.000, 0.079, 0.008], [0.001, -0.078, 0.014], [-0.687, 0.110, -0.664], [1.350, -0.035, 0.675], [-1.923, -0.197, 1.579], [-0.049, 0.095, -0.738], [0.387, -0.091, 0.500], [0.747, -1.478, -1.838], [0.368, 1.457, 0.832], [-0.158, -0.547, -0.480], [-0.311, 0.364, -0.212], [-0.298, -0.622, -0.749], [-0.035, -0.153, 1.414], [-0.220, -0.896, -0.496], [0.269, 1.061, 0.017], [-0.040, -0.393, 0.185], [0.320, 0.427, -0.155], [-0.078, 0.192, 0.214], [-0.135, -0.255, -0.146], [-0.132, 0.240, 0.074], [-0.170, -0.062, 0.299], [0.412, -0.225, -0.257], [-0.336, 0.106, 0.293], [-0.153, -0.217, -0.081], [0.365, 0.141, -0.291], [-0.069, 0.407, -0.411], [0.128, 0.002, 0.144], [-0.007, -0.108, 0.245], [0.159, 0.247, 0.379]], "charge": 3, "lumo_ev": [-12.52, -13.32], "total_energy_ha": -1217.7025, "homo_energy_ev": [-20.517, -18.964], "orbital_gap_ev": [7.99, 5.64]}

---

# 3
{"formula": "C3H5ErLiO3", "method": "ωB97M-V with the def2-TZVPD basis set", "elements": ["H", "O", "C", "C", "O", "C", "O", "Er", "Li", "H", "H", "H", "H"], "xyz": [[2.256875, -0.690622, -2.252727], [-1.299563, -0.867902, 0.146235], [-0.767258, 0.068567, 1.051313], [0.215482, 1.010253, 0.405196], [1.517892, 0.292121, 0.229477], [1.904133, -0.144968, -0.854407], [1.444054, 0.068565, -2.000543], [-1.118183, -3.097118, 0.286939], [-2.680584, -0.155352, -0.869711], [-0.282849, -0.415665, 1.913893], [-1.557430, 0.716516, 1.470876], [0.461406, 1.851860, 1.059164], [-0.093976, 1.363745, -0.585705]], "atomic_forces_ev_per_a": [[-2.161, 2.211, -1.874], [-0.105, -5.383, -0.925], [0.787, 1.735, 1.716], [-0.004, 0.466, -0.317], [0.202, -0.543, 0.620], [-0.639, 1.727, 1.894], [3.412, -3.388, -0.990], [-0.372, 2.278, 0.473], [-1.019, 1.093, -0.617], [-0.114, 0.041, -0.060], [-0.011, -0.297, -0.093], [-0.036, -0.067, -0.024], [0.060, 0.127, 0.198]], "charge": 4, "lumo_ev": [-20.24, -22.49], "multiplicity": 5, "total_energy_ha": -1363.5570, "homo_energy_ev": [-26.502, -28.029], "orbital_gap_ev": [6.26, 5.54]}

---

# 4
{"formula": "C2H2O3S", "method": "ωB97M-V with the def2-TZVPD basis set", "elements": ["C", "C", "O", "O", "O", "S", "H", "H"], "xyz": [[0.981622, -0.795552, 0.331206], [1.097341, 0.527144, -0.209282], [-1.875002, 0.326275, 1.486542], [-1.906270, -0.579443, -0.751361], [1.624379, -0.687334, -0.756762], [-1.928705, -0.836194, 0.654401], [0.059442, 0.917922, -0.634381], [1.947194, 1.127182, -0.120363]], "atomic_forces_ev_per_a": [[0.262, -1.558, 1.504], [-3.047, 2.286, -1.570], [-0.006, -0.170, 0.318], [-0.013, -0.304, -0.418], [-0.301, -1.703, -1.444], [-0.054, 0.385, 0.186], [2.660, -0.535, 0.451], [0.500, 1.599, 0.972]], "lumo_ev": -1.07, "e_above_lowest_ev": 4.931, "total_energy_ha": -701.1592, "homo_energy_ev": -10.147, "orbital_gap_ev": 9.07}

---

# 5
{"formula": "C2H6N2S", "method": "ωB97M-V with the def2-TZVPD basis set", "elements": ["C", "C", "S", "N", "N", "H", "H", "H", "H", "H", "H"], "xyz": [[-1.489992, 0.735856, -0.016008], [-0.421113, -0.315897, -0.063522], [-0.758455, -1.898578, -0.012967], [0.834316, 0.160719, -0.070555], [2.037841, -0.552622, -0.024847], [-2.149702, 0.523164, 0.840274], [-1.029738, 1.740767, 0.100078], [-2.143161, 0.730080, -0.938350], [0.962784, 1.157847, 0.137509], [2.043201, -1.259708, -0.832341], [2.114019, -1.021633, 0.880731]], "atomic_forces_ev_per_a": [[-0.525, 0.694, -0.455], [0.260, 0.201, 0.284], [-0.207, -1.146, -0.187], [0.368, 1.503, 0.282], [-0.238, -1.064, -1.384], [0.289, 0.154, -0.344], [-0.476, -0.439, -0.087], [0.880, -0.084, 0.944], [-0.077, -0.751, -0.438], [-0.116, 1.206, 1.892], [-0.158, -0.274, -0.508]], "lumo_ev": 0.91, "e_above_lowest_ev": 0.910, "total_energy_ha": -587.4706, "homo_energy_ev": -8.374, "smiles": "CC(=S)NN", "orbital_gap_ev": 9.28}

---

# 6
{"formula": "C2H2N2O2", "method": "ωB97M-V with the def2-TZVPD basis set", "elements": ["C", "C", "O", "O", "N", "N", "H", "H"], "xyz": [[0.302691, -0.275019, 0.150532], [-0.384314, 0.896857, -0.013149], [-1.670931, -0.955489, 0.035884], [1.576601, -0.667446, 0.089924], [-0.604263, -1.068987, 0.891431], [-1.176321, 0.037461, -0.858511], [2.149084, 0.092353, -0.092701], [-0.192547, 1.940270, -0.203409]], "atomic_forces_ev_per_a": [[1.905, 1.144, 2.988], [0.932, -1.092, -1.782], [1.406, 0.577, -0.359], [-0.826, 0.266, 0.257], [-0.313, -1.645, -0.813], [-3.203, 0.872, 0.142], [-0.076, -0.063, -0.132], [0.174, -0.059, -0.299]], "lumo_ev": [-0.98, -0.73], "e_above_lowest_ev": 8.632, "total_energy_ha": -337.1072, "homo_energy_ev": [-8.565, -9.160], "orbital_gap_ev": [7.59, 8.43]}

---

# 7
{"formula": "C2H4N2S", "method": "ωB97M-V with the def2-TZVPD basis set", "elements": ["C", "C", "N", "N", "S", "H", "H", "H", "H"], "xyz": [[-1.655021, -1.587036, 0.950379], [0.642884, 0.545312, 0.169493], [-0.552944, -1.326334, 0.849055], [1.699325, 0.322820, -0.531357], [-0.484598, 1.419000, -0.810413], [-2.728032, -1.608941, 0.761558], [2.580581, -0.013505, -0.155037], [1.862444, 0.950297, -1.436979], [-1.364638, 1.298386, 0.203300]], "atomic_forces_ev_per_a": [[-2.520, 0.285, -0.817], [-0.017, 1.116, 0.781], [1.179, -1.466, 0.541], [2.524, 2.001, -3.395], [-0.898, -0.014, 0.741], [0.704, -0.222, 0.561], [-0.500, -0.077, 0.256], [-0.142, -2.110, 1.860], [-0.332, 0.486, -0.527]], "lumo_ev": 0.86, "e_above_lowest_ev": 3.245, "total_energy_ha": -586.1751, "homo_energy_ev": -7.679, "orbital_gap_ev": 8.54}

---

# 8
{"formula": "C4H7N2", "method": "ωB97M-V with the def2-TZVPD basis set", "elements": ["C", "C", "C", "C", "N", "N", "H", "H", "H", "H", "H", "H", "H"], "xyz": [[-0.081020, 0.644332, -0.721758], [-2.364637, 0.150262, 0.195348], [-1.205020, -0.500671, -0.253994], [2.171429, 0.178842, 0.473088], [-3.276905, 0.679634, 0.562032], [1.117197, 0.708669, -0.407205], [-0.375005, 1.297363, -1.587402], [-0.642122, -1.097282, 0.428780], [-1.515559, -1.107959, -1.062212], [2.399917, -0.774567, 0.197016], [2.036832, 0.380214, 1.482996], [2.983238, 0.869345, -0.026872], [-4.138245, 1.059412, 0.697814]], "atomic_forces_ev_per_a": [[-7.348, -0.057, -2.708], [3.118, -1.076, 0.061], [3.459, 1.987, -1.366], [0.186, 4.874, -4.364], [-0.813, 0.571, 0.341], [4.825, -1.759, 3.695], [-0.074, -0.746, 0.944], [-0.362, -0.529, 1.035], [-0.118, -0.873, -1.211], [0.605, -2.806, -0.529], [-0.313, 0.480, 1.795], [-0.516, -1.386, 1.643], [-2.649, 1.320, 0.665]], "charge": 1, "lumo_ev": [-3.76, -5.94], "e_above_lowest_ev": 2.722, "multiplicity": 3, "total_energy_ha": -265.6245, "homo_energy_ev": [-9.710, -15.350], "orbital_gap_ev": [5.95, 9.41]}